This record from the OMol25 dataset describes C22H23N3O3 in the gas phase. The level of theory is ωB97M-V/def2-TZVPD.

Cartesian coordinates (Å):
C1 -2.7786 0.9256 -3.2991
H1 -2.3674 0.4462 -4.1820
H2 -3.8591 0.8134 -3.3192
H3 -2.5340 1.9856 -3.3256
C2 -2.2129 0.2620 -2.0386
C3 -0.7394 0.5088 -1.9623
N1 -0.3006 1.5396 -1.2622
C4 -1.0162 2.3560 -0.3152
C5 -1.1889 1.6727 1.0514
H4 -1.5607 2.4224 1.7536
H5 -1.9392 0.8859 0.9898
C6 0.1308 1.1013 1.5962
C7 0.0165 0.8885 3.0930
C8 -0.7723 -0.1250 3.6217
C9 -0.8799 -0.2929 4.9904
C10 -0.2001 0.5504 5.8523
C11 0.5901 1.5618 5.3356
C12 0.6963 1.7278 3.9659
H6 1.3166 2.5208 3.5719
H7 1.1268 2.2235 5.9997
H8 -0.2838 0.4180 6.9207
H9 -1.4962 -1.0871 5.3856
H10 -1.2993 -0.7973 2.9627
C13 0.5917 -0.1807 0.9355
C14 -0.2738 -1.1899 0.5317
C15 0.2091 -2.3520 -0.0449
C16 1.5689 -2.5321 -0.2211
C17 2.4431 -1.5414 0.1919
C18 1.9572 -0.3804 0.7638
H11 2.6496 0.3886 1.0741
H12 3.5075 -1.6715 0.0638
H13 1.9455 -3.4357 -0.6773
H14 -0.4845 -3.1168 -0.3624
H15 -1.3422 -1.0836 0.6470
H16 0.9086 1.8559 1.4323
H17 -0.4279 3.2674 -0.1848
H18 -1.9945 2.6426 -0.7097
H19 0.7239 1.6425 -1.2851
C19 0.1901 -0.2974 -2.6497
C20 1.6011 -0.0027 -2.5504
O1 2.0915 0.9932 -2.0162
N2 2.4745 -0.9129 -3.1067
C21 2.1555 -2.1006 -3.7197
O2 2.9837 -2.8749 -4.1288
N3 0.8074 -2.3030 -3.8252
C22 -0.2256 -1.4856 -3.3700
O3 -1.3644 -1.8451 -3.6030
H20 0.5119 -3.1487 -4.2993
H21 3.4600 -0.6978 -3.0105
H22 -2.4031 -0.8078 -2.1026
H23 -2.7136 0.6623 -1.1591

Forces on the atoms, in the same order (eV/Å):
0.05 -0.06 0.08
0.02 -0.02 -0.09
-0.10 0.02 -0.03
-0.02 0.12 -0.02
-0.16 -0.03 0.01
0.07 0.01 -0.11
0.39 0.03 -0.24
-0.50 -0.04 0.36
0.25 0.20 -0.22
-0.05 -0.04 0.00
-0.09 -0.02 0.04
-0.27 -0.04 0.15
0.13 0.15 0.03
-0.01 0.02 0.00
-0.08 -0.05 0.01
0.03 0.02 0.11
0.01 0.03 0.12
-0.03 0.00 -0.06
0.07 0.07 -0.07
0.05 0.05 0.06
0.00 -0.01 0.08
-0.05 -0.07 0.03
-0.05 -0.10 -0.07
0.18 -0.04 -0.06
0.00 0.00 0.08
-0.03 -0.14 0.06
0.02 -0.11 0.00
0.06 -0.05 0.06
-0.07 -0.06 0.05
0.06 0.12 0.01
0.10 0.00 -0.02
0.04 -0.09 -0.05
-0.07 -0.07 -0.04
-0.13 0.06 0.00
-0.01 -0.04 0.02
-0.08 -0.03 -0.05
0.11 0.07 -0.01
-0.18 -0.04 -0.12
0.01 0.11 -0.05
-0.18 -0.03 -0.09
0.21 0.20 0.04
0.45 0.10 -0.04
-0.13 0.25 0.14
0.27 -0.26 -0.13
-0.24 -0.39 -0.20
0.23 0.14 0.11
-0.31 -0.16 -0.11
0.09 0.17 0.08
-0.19 -0.08 -0.03
0.04 0.13 0.13
0.06 0.02 0.08

Properties
strongest force on any atom = 0.61 eV/A
gap between HOMO and LUMO = 0.33156 Ha
energy = -33803.005 eV
HOMO level = -8.623 eV
SMILES = CCC(NCCC(c1ccccc1)c1ccccc1)=C1C(=O)NC(=O)NC1=O
relative energy (zero: lowest compared OMol25 entry of this formula, charge and spin) = 0.1458 eV
net charge = 0

---

This record from the OMol25 dataset describes a molecular structure, C16H22N6O4ReS2. The level of theory is ωB97M-V/def2-TZVPD.

Cartesian coordinates (Å):
Re1 -0.1229 -0.0032 -0.1986
C1 -2.2571 -2.0262 0.4992
C2 -1.8720 -2.0200 1.9797
N1 -0.7704 -1.0913 2.2849
C3 -1.1448 0.1304 3.0221
C4 -0.6571 1.4209 2.3787
N2 -1.0487 1.5798 0.9463
C5 -2.5136 1.6684 0.7042
C6 -3.1327 0.2880 0.5324
N3 -2.1657 -0.6653 -0.0986
H1 -1.5762 -2.6552 -0.0736
H2 -3.2685 -2.4250 0.3832
H3 -2.7408 -1.7989 2.6055
H4 -1.5759 -3.0356 2.2429
H5 -0.0793 -1.5906 2.8287
H6 -2.2266 0.1658 3.1610
H7 -0.7283 0.1072 4.0313
H8 -1.0456 2.2662 2.9538
H9 0.4327 1.4674 2.4008
H10 -0.6447 2.4643 0.6524
H11 -3.0074 2.2104 1.5145
H12 -2.6386 2.2599 -0.1989
H13 -3.4330 -0.1225 1.4911
H14 -4.0435 0.3485 -0.0648
H15 -2.4150 -0.7629 -1.0801
O1 3.5060 -1.7556 -0.7435
S1 2.0843 -1.7760 0.4451
O2 2.4924 -2.8538 1.2545
O3 1.0244 -1.9936 -0.5259
O4 2.1398 -0.4293 0.9143
N4 2.5016 2.1509 -3.1098
C7 3.5677 1.3763 -2.7090
C8 4.9072 1.4779 -3.0598
C9 5.7568 0.5284 -2.5444
C10 5.2600 -0.5058 -1.7424
C11 3.9272 -0.5701 -1.4287
C12 3.0146 0.4047 -1.8598
N5 1.6387 0.6510 -1.7155
C13 1.3908 1.6729 -2.5169
C14 0.0696 2.2132 -2.8270
C15 -0.1940 3.2502 -3.6779
S2 -1.8753 3.4607 -3.8321
C16 -2.1200 2.1583 -2.7658
N6 -1.0370 1.5988 -2.3027
H16 2.5437 2.9003 -3.7802
H17 5.2657 2.2607 -3.7132
H18 6.8112 0.5517 -2.7767
H19 5.9360 -1.2780 -1.3962
H20 4.2540 -2.2463 -0.3572
H21 0.4894 3.8863 -4.2155
H22 -3.1182 1.8324 -2.5125

Forces on the atoms, in the same order (eV/Å):
0.30 -0.02 -0.54
-0.02 -0.03 -0.07
-0.03 -0.04 0.09
0.00 -0.01 -0.03
-0.02 0.00 0.07
0.02 0.05 0.01
0.11 -0.08 -0.14
-0.03 0.05 0.02
0.01 -0.03 0.01
-0.19 -0.09 0.08
0.00 -0.01 0.02
0.01 0.00 0.02
0.02 0.02 -0.02
0.01 0.01 -0.02
0.09 0.04 -0.08
0.01 -0.01 -0.03
0.01 0.02 -0.02
0.01 -0.01 0.00
-0.01 -0.03 0.02
-0.05 0.01 0.01
0.01 -0.03 0.02
-0.01 -0.02 -0.01
0.01 0.01 0.01
0.02 0.03 -0.01
0.00 -0.01 0.02
0.03 0.11 -0.08
-0.38 -0.36 0.04
0.16 -0.10 -0.06
-0.31 0.17 0.10
0.24 0.41 0.41
-0.03 -0.07 0.08
0.00 0.01 -0.02
0.04 -0.05 0.03
-0.02 -0.04 0.03
-0.03 0.09 -0.04
-0.11 -0.03 0.04
0.18 0.02 -0.02
0.02 -0.10 0.15
-0.04 0.09 -0.06
-0.02 0.05 -0.02
-0.09 -0.06 0.10
0.12 0.00 -0.07
0.02 -0.04 0.05
-0.13 0.03 -0.04
0.01 0.01 0.01
-0.01 0.01 -0.01
0.01 0.01 0.00
0.00 -0.03 0.02
0.08 0.00 -0.06
0.01 0.02 -0.01
-0.03 0.00 0.01

Properties
strongest force on any atom = 0.63 eV/A
gap between HOMO and LUMO (alpha / beta) = 0.27171 / 0.26318 Ha
energy = -57863.932 eV
HOMO level (alpha / beta) = -13.101 / -12.876 eV
2S+1 = 4
relative energy (zero: lowest compared OMol25 entry of this formula, charge and spin) = 4.1529 eV
net charge = +2

---

Question: Among the records above, which one has the lowest relative energy (zero: lowest compared OMol25 entry of this formula, charge and spin)?
Answer: C22H23N3O3

---

Question: Among the records above, which one has the highest energy?
Answer: C22H23N3O3

---

Question: Which of these has the lowest relative energy (zero: lowest compared OMol25 entry of this formula, charge and spin)?
Answer: C22H23N3O3